Computed, not measured: 2 unconnected molecules or ions with the total composition C3H4S in a non-equilibrium geometry, with the ωB97M-V functional and the def2-TZVPD basis.

Computed properties:
charge	0
maximum force	2.73	eV/A
SMILES	C1=CC=1.S
E_tot	-14006.1582	eV

The geometry in XYZ format:
```
8
Properties=species:S:1:pos:R:3:forces:R:3
C 0.6758 0.4584 0.5573 -0.29 0.63 0.79
C 0.0603 -0.2978 1.5773 -0.20 2.62 -0.74
C -0.0559 1.0277 1.6774 0.58 -1.12 -0.29
H -0.3907 -1.1183 1.9910 -0.34 -2.30 0.76
H -0.5177 1.7669 2.3202 0.26 0.22 -0.47
S -0.1296 -1.6689 -2.2837 -0.52 1.20 -1.02
H 0.4593 -1.8014 -3.5033 -0.26 0.02 0.49
H -0.8046 -0.5039 -2.6935 0.77 -1.27 0.49
```
Positions in Å, forces in eV/Å.

Quick look at the Mulliken charges, all values in e: atom 1 (C): -0.586, atom 2 (C): -0.025, atom 3 (C): -0.106, atom 4 (H): 0.385, atom 5 (H): 0.351, atom 6 (S): -0.314, atom 7 (H): 0.139, atom 8 (H): 0.155